No. 1
Below is a structure of composition C22H37Br36ClOP, with properties calculated with the ωB97M-V functional and the def2-TZVPD basis.

Positions of all 98 atoms, in Å:
Br1 9.952 -0.543 2.090
Br2 -12.328 -0.585 -1.433
Br3 -11.890 3.705 -3.288
Br4 -0.541 -3.000 -4.529
Br5 -0.112 -0.301 4.292
Br6 7.462 0.146 0.164
Br7 12.029 -3.218 3.973
Br8 1.783 -5.841 -1.722
Br9 -8.789 2.951 -2.839
Br10 -3.214 -0.489 3.440
Br11 3.319 1.066 8.507
Br12 -3.030 -2.310 -6.456
Br13 -6.802 3.890 0.258
Br14 10.232 1.765 -0.141
Br15 -0.261 -0.691 -6.761
Br16 -13.670 -0.951 -4.340
Br17 0.743 5.014 -4.645
Br18 -4.837 2.099 2.078
Br19 -10.570 -1.705 -3.891
Br20 -0.314 -3.630 -0.672
Br21 -2.550 -6.646 -2.779
Br22 3.215 -0.615 5.760
Br23 -1.024 7.516 -5.646
Br24 -3.613 4.321 0.091
Br25 9.465 -5.009 4.750
Br26 -1.118 -2.700 2.390
Br27 -3.138 -5.362 0.117
Br28 6.982 -3.820 -2.435
Br29 1.188 -1.327 8.162
Br30 -1.981 5.783 -3.103
Br31 11.196 -5.725 2.127
Br32 7.799 -3.648 0.677
Br33 -10.547 4.071 -0.382
Br34 2.788 -3.442 0.180
Br35 -1.260 -7.968 -0.139
Br36 6.113 -6.171 -0.409
Cl1 -1.604 2.546 -2.275
P1 1.406 0.760 -0.593
O1 -0.706 2.530 2.412
C1 -1.588 -1.482 3.832
C2 6.481 -4.271 -0.610
C3 -2.772 -6.993 -0.878
C4 9.399 0.071 0.329
C5 -12.040 -0.549 -3.357
C6 -2.438 -0.138 -2.547
C7 0.362 3.464 2.808
C8 -5.115 3.824 1.224
C9 -1.046 5.760 -4.809
C10 0.703 -0.470 0.733
C11 0.116 0.181 -1.878
C12 -1.817 2.760 3.392
C13 1.313 -4.623 -0.280
C14 2.419 2.075 1.910
C15 1.634 3.502 1.724
C16 2.953 -0.660 7.687
C17 -1.094 -2.385 -6.290
C18 10.565 -4.311 3.305
C19 2.844 1.318 0.525
C20 -1.389 0.810 -1.658
C21 2.024 2.086 -1.881
C22 -10.260 4.107 -2.305
H1 1.513 -1.282 1.061
H2 2.263 4.457 1.971
H3 -0.289 -1.020 0.359
H4 3.438 0.334 0.845
H5 -1.704 0.699 -0.528
H6 3.440 2.337 2.471
H7 -0.740 -3.127 -7.014
H8 -11.754 0.475 -3.618
H9 0.811 3.056 3.818
H10 1.204 2.375 -2.665
H11 9.925 -3.656 2.704
H12 0.455 0.360 -3.010
H13 9.753 -0.671 -0.394
H14 -0.108 4.532 2.903
H15 -3.073 0.565 -3.268
H16 0.349 0.136 1.699
H17 2.962 1.593 -2.431
H18 -2.728 2.037 3.195
H19 -1.610 5.096 -5.473
H20 0.015 -1.006 -1.796
H21 -2.184 3.868 3.312
H22 -1.794 -2.096 4.715
H23 3.682 -1.368 8.093
H24 3.658 1.987 -0.033
H25 -3.206 -0.612 -1.798
H26 1.107 -5.237 0.603
H27 -9.973 5.131 -2.567
H28 -3.651 -7.637 -0.771
H29 -1.416 2.591 4.498
H30 1.199 3.663 0.627
H31 5.547 -3.741 -0.395
H32 0.475 1.729 -0.080
H33 2.323 3.107 -1.342
H34 -1.879 -0.914 -3.223
H35 2.308 -0.259 -1.142
H36 1.830 1.387 2.686
H37 -5.174 4.571 2.022

- charge = -1
- spin multiplicity = 1
- E_tot (Ha) = -94401.3456


No. 2
Below is a cluster of 3 separate species, C14H21ClF2O9S in total, with properties calculated with the ωB97M-V functional and the def2-TZVPD basis.

Positions of all 48 atoms, in Å:
Cl1 -6.272 -0.750 -2.086
S1 -0.739 -1.428 -1.051
F1 4.868 -4.087 -0.673
F2 4.169 4.013 1.465
O1 2.534 4.659 -1.496
O2 0.447 4.006 -0.959
O3 2.443 -3.556 1.718
O4 -0.756 -0.189 -2.035
O5 4.625 -4.008 1.572
O6 0.552 -2.021 -1.003
O7 2.155 3.707 0.487
O8 3.710 -3.516 3.580
O9 -1.777 -2.296 -1.479
C1 -1.346 1.594 -0.421
C2 3.761 4.746 -0.760
C3 -1.150 -0.780 0.572
C4 -1.825 -1.867 1.369
C5 1.596 4.119 -0.686
C6 4.048 -4.435 0.349
C7 -1.883 0.578 0.596
C8 3.601 -3.674 2.411
C9 -5.436 0.208 -0.828
C10 -3.416 0.502 0.530
C11 2.745 -3.673 0.320
C12 3.563 3.689 0.302
C13 -3.988 -0.194 -0.694
C14 -0.359 1.051 -1.429
H1 -0.196 -0.611 1.060
H2 -2.145 2.091 -0.959
H3 3.873 2.685 0.007
H4 -2.140 -1.464 2.322
H5 -3.814 0.093 1.453
H6 -3.743 1.537 0.475
H7 -1.668 0.982 1.578
H8 4.614 4.554 -1.404
H9 -3.975 -1.268 -0.614
H10 3.853 5.740 -0.322
H11 -5.537 1.245 -1.113
H12 -1.118 -2.662 1.567
H13 -0.818 2.367 0.110
H14 2.861 -2.680 -0.111
H15 0.644 0.994 -1.012
H16 -3.481 0.150 -1.588
H17 1.952 -4.194 -0.207
H18 -2.696 -2.261 0.869
H19 3.941 -5.521 0.361
H20 -0.294 1.761 -2.238
H21 -5.983 0.063 0.094

- SMILES = C[C@@H]1[C@H](CCCCl)CCOS1(=O)=O.O=C1OC[C@@H](F)O1.O=C1OC[C@@H](F)O1
- spin multiplicity = 1
- E_tot (Ha) = -2281.3524


No. 3
Below is an isolated molecule of C17H22N4OS, with properties calculated with the ωB97M-V functional and the def2-TZVPD basis.

Positions of all 45 atoms, in Å:
S1 3.250 0.798 -1.899
O1 -1.972 -0.731 -0.827
N1 2.320 -1.577 -1.061
N2 3.528 -2.033 2.248
N3 0.840 0.000 -0.924
N4 1.197 -2.143 -0.573
C1 0.212 1.293 -1.033
C2 1.780 1.219 1.772
C3 -3.838 -1.419 0.595
C4 -0.195 1.917 0.303
C5 3.551 -2.302 -1.174
C6 -5.200 -1.338 0.843
C7 -4.129 0.027 -1.306
C8 0.321 -1.191 -0.501
C9 0.940 2.376 1.233
C10 -1.063 -1.413 0.003
C11 4.560 -1.837 -0.111
C12 1.839 3.415 0.567
C13 -6.025 -0.584 0.030
C14 2.140 -0.253 -1.292
C15 4.000 -1.952 1.211
C16 -3.297 -0.732 -0.484
C17 -5.482 0.098 -1.048
H1 2.392 1.560 2.603
H2 3.305 -3.359 -1.051
H3 2.436 2.966 -0.223
H4 -6.117 0.689 -1.691
H5 3.975 -2.127 -2.168
H6 0.929 1.935 -1.552
H7 1.249 4.225 0.144
H8 0.444 2.854 2.087
H9 -0.805 2.790 0.058
H10 4.813 -0.788 -0.293
H11 1.156 0.402 2.127
H12 -3.220 -2.020 1.243
H13 2.524 3.836 1.299
H14 -5.613 -1.876 1.684
H15 -1.243 -2.496 -0.001
H16 -3.690 0.550 -2.141
H17 -1.134 -1.053 1.042
H18 2.452 0.837 1.010
H19 5.471 -2.436 -0.174
H20 -0.681 1.181 -1.654
H21 -0.836 1.221 0.846
H22 -7.083 -0.528 0.232

- SMILES = CC(C)CCn1c(COc2ccccc2)nn(CCC#N)c1=S
- spin multiplicity = 1
- E_tot (Ha) = -1353.4502
- relative energy (zero: lowest compared OMol25 entry of this formula, charge and spin) (kJ/mol) = 117.8


No. 4
Below is the ion C16H26NO with charge +1, with properties calculated with the ωB97M-V functional and the def2-TZVPD basis.

Positions of all 44 atoms, in Å:
O1 2.019 0.697 -1.712
N1 1.261 0.110 0.501
C1 1.714 -0.699 2.783
C2 -2.816 0.402 -2.493
C3 3.036 -0.483 2.073
C4 -0.222 -0.019 -1.544
C5 -0.568 0.074 2.272
C6 -1.933 1.482 -2.375
C7 -4.293 0.601 -2.784
C8 -0.627 1.274 -1.923
C9 2.722 0.175 0.747
C10 1.180 -0.200 -0.984
C11 0.629 -0.706 1.711
C12 -1.018 -1.116 -1.914
C13 3.235 0.327 -2.453
C14 -0.995 -0.502 3.638
C15 -1.734 0.128 1.316
C16 -2.315 -0.905 -2.378
H1 -1.248 -1.582 3.556
H2 3.172 -0.368 -0.074
H3 -4.552 0.123 -3.742
H4 -1.897 0.025 4.011
H5 0.348 -1.739 1.426
H6 1.734 -1.582 3.426
H7 -4.513 1.671 -2.904
H8 -1.484 0.756 0.459
H9 3.003 1.235 0.727
H10 -4.967 0.191 -2.008
H11 0.881 1.060 0.680
H12 -2.346 2.482 -2.546
H13 3.845 -0.383 -1.864
H14 3.734 0.169 2.616
H15 1.490 -1.255 -1.048
H16 -2.598 0.559 1.834
H17 3.592 -1.416 1.919
H18 -0.215 -0.395 4.425
H19 3.768 1.283 -2.584
H20 0.039 2.135 -1.893
H21 1.612 0.126 3.499
H22 -2.973 -1.754 -2.574
H23 -0.184 1.105 2.481
H24 3.052 -0.106 -3.456
H25 -0.581 -2.108 -1.798
H26 -1.988 -0.873 0.949

- charge = +1
- SMILES = CO[C@H](c1ccc(C)cc1)[N@@H+]1CCC[C@H]1C(C)C
- spin multiplicity = 1
- E_tot (Ha) = -754.9944
- relative energy (zero: lowest compared OMol25 entry of this formula, charge and spin) (kJ/mol) = 185.7